This record from the OMol25 dataset describes C21H37IrNSeSi3 as an isolated structure in a non-equilibrium geometry. The level of theory is ωB97M-V with the def2-TZVPD basis set.

Output
E = -4250.946545 a.u.
highest occupied orbital energy (spin up / spin down) = -14.8 / -14.9 eV
2S+1 = 2
energy relative to the best compared isomer or geometry (same formula, charge and spin) = 0.0 kJ/mol
charge = +2

The geometry in XYZ format:
```
64
Properties=species:S:1:pos:R:3:forces:R:3
Ir -0.04175 0.28708 0.11623 0.349 -0.491 -0.974
C -1.17713 -1.37452 -0.93490 -0.287 -0.486 0.115
C -0.22274 -0.87686 -1.81518 0.341 -0.538 -0.744
C -0.23778 0.47763 -2.18644 0.381 0.681 -0.270
C -1.14008 1.37660 -1.61791 0.078 0.110 0.209
C -2.08513 0.88067 -0.69369 -0.396 -0.573 0.385
C -2.12255 -0.50269 -0.37073 -0.697 0.679 0.125
H -1.18082 -2.42178 -0.66156 0.058 0.013 0.024
H 0.52463 -1.53424 -2.23588 -0.081 0.004 -0.038
H 0.49728 0.84991 -2.88503 0.000 0.011 0.062
H -1.08805 2.43729 -1.83482 -0.013 -0.160 -0.071
H -2.76667 1.55903 -0.19836 -0.050 -0.025 -0.039
H -2.85768 -0.87263 0.32934 -0.031 0.017 0.005
C 2.18601 -2.77467 -0.73451 0.091 0.025 -0.008
Si 2.98585 -1.08456 -0.96635 0.213 0.099 0.271
C 3.09397 -0.48796 -2.73921 -0.049 -0.024 0.062
C 4.72980 -1.45187 -0.39167 0.009 0.134 -0.011
C 2.12595 0.25300 0.20449 0.638 -0.328 0.229
C 2.04937 -0.49243 1.50362 -0.039 0.374 -0.308
C 2.94716 -0.88385 2.48632 0.072 0.038 -0.041
C 2.45887 -1.62928 3.54582 0.030 0.009 -0.013
C 1.10505 -1.95556 3.62349 -0.135 -0.014 -0.017
C 0.24916 -1.50387 2.64412 0.134 -0.032 0.075
N 0.75118 -0.80173 1.61987 -0.184 -0.222 0.128
Si 2.99932 1.97805 0.19099 0.029 -0.064 -0.099
C 4.79187 1.87725 -0.31219 -0.030 0.078 -0.136
C 3.04763 2.74746 1.89236 0.048 0.014 0.085
C 2.06884 3.07612 -1.01868 0.029 -0.027 0.124
H 2.40732 -3.40532 -1.60045 -0.046 0.044 -0.021
H 1.12257 -2.82758 -0.53926 -0.219 -0.024 0.019
H 2.68636 -3.25043 0.11269 -0.041 0.014 0.020
H 3.17507 -1.33914 -3.41904 -0.036 -0.002 -0.001
H 4.01043 0.09052 -2.85869 0.028 0.023 0.003
H 2.28095 0.14657 -3.08108 0.002 -0.030 -0.080
H 5.09659 -2.25377 -1.04046 -0.041 -0.019 -0.014
H 4.77113 -1.84122 0.62688 -0.006 0.014 -0.035
H 5.43041 -0.62702 -0.48520 0.005 -0.058 -0.012
H 3.99141 -0.61240 2.41361 -0.025 -0.002 0.034
H 3.13016 -1.96162 4.32648 0.017 0.009 -0.003
H 0.71603 -2.53959 4.44452 0.012 -0.002 0.006
H -0.81641 -1.68475 2.65958 -0.007 0.003 -0.002
H 5.37305 1.23337 0.34600 0.006 0.025 0.032
H 5.22210 2.87937 -0.23071 -0.058 0.021 -0.008
H 4.93865 1.55215 -1.34271 0.043 -0.033 0.026
H 3.74113 2.20733 2.54086 -0.010 -0.041 -0.011
H 2.10815 2.84133 2.43116 0.031 0.008 0.062
H 3.45350 3.75736 1.77428 -0.003 -0.021 0.012
H 2.15413 2.71595 -2.04655 -0.015 -0.028 -0.010
H 2.48162 4.08825 -1.00031 0.067 -0.040 -0.007
H 1.01165 3.15647 -0.75850 0.044 -0.036 -0.043
C -2.50214 4.01515 2.60283 -0.052 0.008 0.161
Si -0.99316 4.13213 1.55081 0.204 -0.005 -0.181
C -1.34589 4.72270 -0.17583 -0.134 -0.060 0.025
C 0.44227 5.03478 2.30905 -0.099 -0.023 0.010
Se -0.17842 1.86436 1.82670 -0.115 0.869 0.888
H -2.87965 5.03210 2.74275 -0.083 -0.022 0.040
H -2.28217 3.60075 3.58841 0.005 0.061 -0.002
H -3.29679 3.41698 2.15624 -0.014 0.035 -0.058
H -1.66988 5.76142 -0.03176 -0.038 -0.037 -0.049
H -2.16616 4.21181 -0.69346 0.148 0.067 0.123
H -0.46309 4.76840 -0.81151 0.004 -0.055 -0.030
H 0.14678 6.06995 2.49984 -0.028 0.012 -0.022
H 1.30225 5.04950 1.63857 -0.026 0.014 -0.005
H 0.75281 4.60359 3.26188 -0.027 0.016 0.002
```
Positions in Å, forces in eV/Å.